(1)
Formula: C23H25N3O6S
Source: the OMol25 dataset
Level of theory: ωB97M-V/def2-TZVPD

Each line ends with the Löwdin charge.
Geometry (Å):
C 2.7675 1.9060 -1.7160  -0.063
C 3.3304 0.6745 -2.4227  -0.242
O 2.6961 -0.5186 -2.0128  -0.050
C 2.9176 -1.0000 -0.7559  -0.268
C 3.9190 -0.5721 0.1106  -0.003
C 4.0201 -1.1119 1.3799  -0.030
C 3.1192 -2.0759 1.8127  -0.339
N 3.1601 -2.4875 3.1509  -0.047
S 3.1701 -1.2565 4.3027  0.670
O 4.5081 -0.7955 4.5076  -0.281
O 2.4417 -1.7638 5.4244  -0.282
C 2.2642 0.0466 3.4547  -0.263
C 2.8920 1.2654 3.2277  -0.042
C 2.2877 2.2070 2.4274  0.006
C 1.0613 1.9185 1.8156  -0.175
N 0.4720 2.8157 0.9667  0.109
C -0.6927 2.5348 0.3506  0.003
C -1.3704 1.3676 0.5186  -0.025
C -2.6475 1.2350 -0.2579  -0.458
O -2.9931 2.1061 -1.0425  0.037
N -3.3536 0.1241 -0.0029  0.096
C -4.5853 -0.1856 -0.6783  -0.107
C -4.4056 -1.3108 -1.7207  -0.323
C -3.6108 -0.8383 -2.9401  -0.119
C -4.7025 -0.2074 -3.8064  -0.146
C -5.9719 -0.9661 -3.3843  -0.188
O -5.6552 -1.7288 -2.2283  -0.105
C -0.8492 0.3371 1.4015  -0.301
O -1.3825 -0.7505 1.6046  0.048
C 0.4239 0.6894 2.0554  -0.040
C 1.0410 -0.2352 2.9011  0.024
C 2.1509 -2.5446 0.9293  -0.019
C 2.0576 -2.0171 -0.3403  0.011
H 3.2382 2.8020 -2.1114  0.079
H 1.6942 1.9632 -1.8833  0.077
H 2.9501 1.8481 -0.6447  0.051
H 3.1237 0.7341 -3.4944  0.125
H 4.4167 0.6096 -2.2851  0.116
H 4.6314 0.1814 -0.1858  0.112
H 4.7868 -0.7754 2.0591  0.113
H 2.4870 -3.1999 3.3926  0.117
H 3.8550 1.4379 3.6807  0.119
H 2.7608 3.1611 2.2461  0.119
H 0.9310 3.7009 0.8016  0.164
H -1.1025 3.2845 -0.3129  0.144
H -2.9429 -0.5645 0.6225  0.115
H -5.3337 -0.5071 0.0518  0.133
H -4.9303 0.7263 -1.1701  0.125
H -3.9532 -2.1784 -1.2276  0.150
H -3.1627 -1.6944 -3.4450  0.116
H -2.8299 -0.1314 -2.6721  0.106
H -4.7944 0.8544 -3.5814  0.107
H -4.5014 -0.3175 -4.8696  0.107
H -6.3081 -1.6696 -4.1525  0.116
H -6.7974 -0.2808 -3.1584  0.117
H 0.5393 -1.1714 3.0901  0.136
H 1.4597 -3.3119 1.2446  0.121
H 1.3025 -2.3629 -1.0276  0.123

Forces on the atoms, in the same order (eV/Å):
C 0.1 -0.4 -0.1
C 0.1 0.4 0.0
O -0.1 -0.3 0.1
C -0.1 -0.1 0.2
C -0.1 0.1 -0.3
C -0.1 -0.4 -0.1
C 0.4 0.2 -0.9
N 0.0 0.3 0.8
S -0.4 -0.2 0.0
O 0.0 0.2 -0.3
O -0.2 -0.1 -0.1
C 0.2 -0.4 0.4
C 0.0 0.2 0.0
C 0.0 0.0 0.1
C 0.2 -0.6 0.4
N 0.0 0.3 -0.1
C -0.2 -0.2 -0.1
C 0.0 0.0 -0.1
C 0.2 0.0 0.2
O -0.1 0.2 -0.2
N 0.0 -0.4 0.1
C -0.3 -0.2 -0.3
C 0.4 0.2 0.2
C -0.1 -0.2 0.1
C -0.1 0.0 0.1
C -0.2 0.1 -0.4
O 0.0 -0.1 0.2
C 0.1 0.2 -0.1
O 0.0 -0.1 0.1
C 0.2 0.1 0.1
C -0.1 0.2 0.0
C 0.2 0.0 0.2
C 0.1 0.2 -0.2
H 0.0 0.1 0.0
H -0.1 0.0 0.0
H 0.0 0.1 0.1
H 0.1 0.0 0.1
H -0.1 0.0 -0.1
H 0.0 0.1 -0.1
H 0.1 0.1 0.0
H -0.1 0.0 0.2
H 0.1 0.1 0.0
H 0.1 0.1 0.0
H -0.1 -0.2 0.0
H 0.0 0.0 0.0
H 0.1 0.2 0.0
H 0.0 0.1 -0.1
H -0.1 -0.1 0.1
H 0.0 0.1 -0.1
H 0.0 0.0 0.0
H 0.1 0.0 0.0
H 0.0 0.0 0.0
H 0.0 0.1 0.0
H 0.0 0.1 0.1
H 0.1 -0.1 -0.1
H -0.1 -0.1 -0.1
H -0.1 -0.1 0.1
H -0.1 0.0 -0.1

## Properties
**Structure (SMILES)**: CCOc1ccc(NS(=O)(=O)c2ccc3[nH]cc(C(=O)NC[C@@H]4CCCO4)c(=O)c3c2)cc1
**Orbital gap**: 0.291 hartree
**E_HOMO**: -8.4 eV



(2)
Formula: C14H16O2
Source: the OMol25 dataset
Level of theory: ωB97M-V/def2-TZVPD

Each line ends with the Löwdin charge.
Geometry (Å):
C 1.0981 1.6622 -2.4735  -0.041
C 0.2664 0.4266 -2.1641  -0.298
C 0.7607 -0.8381 -1.8879  -0.040
C -0.0989 -1.9061 -1.6930  -0.010
C -1.4690 -1.7072 -1.8492  -0.330
O -2.2885 -2.7936 -1.5422  0.016
C -1.9581 -0.4886 -2.2625  -0.023
C -1.1036 0.6151 -2.3313  -0.059
H 1.1765 2.1852 -1.5263  0.050
H 0.6981 2.2321 -3.3066  0.076
H 2.0913 1.4566 -2.8873  0.081
H 1.8080 -1.0463 -2.0606  0.115
H 0.1899 -2.9355 -1.5268  0.120
H -2.9301 -2.4452 -0.9090  0.097
H -3.0165 -0.3350 -2.4476  0.116
H -1.5933 1.5700 -2.4688  0.116
C 1.9203 2.0735 1.3558  -0.049
C 0.9562 1.0251 1.8490  -0.278
C -0.2352 0.7303 1.1928  -0.043
C -1.1257 -0.2153 1.6794  -0.015
C -0.6534 -1.0725 2.6686  -0.329
O -1.2949 -2.2314 3.0343  0.042
C 0.4162 -0.6964 3.4512  -0.015
C 1.2764 0.3098 2.9958  -0.039
H 2.0699 2.8865 2.0357  0.072
H 1.4947 2.5524 0.4692  0.050
H 2.8420 1.6252 0.9841  0.085
H -0.4411 1.2090 0.2450  0.093
H -2.1405 -0.3743 1.3395  0.114
H -1.7443 -2.6065 2.2688  0.099
H 0.8063 -1.2900 4.2676  0.115
H 2.2224 0.4224 3.4996  0.111

Forces on the atoms, in the same order (eV/Å):
C 0.7 -1.0 -0.1
C -0.3 1.2 -1.3
C 0.2 -0.4 -0.9
C -0.7 0.1 -0.3
C 0.5 -0.7 0.4
O -0.1 0.6 0.0
C -0.3 0.7 0.5
C -0.6 -1.4 0.4
H 0.2 0.7 -0.3
H -0.7 0.4 0.4
H 0.1 -0.4 0.7
H 0.2 0.2 0.6
H 0.4 0.1 0.2
H -0.1 -0.3 -0.3
H 0.0 -0.2 0.1
H 0.5 0.2 -0.3
C -0.8 -0.3 -1.6
C 0.5 0.0 0.2
C -0.2 0.5 -0.1
C 0.6 -0.9 0.1
C -0.8 0.2 1.1
O -0.2 0.1 -0.1
C 1.9 0.0 -0.6
C -1.1 -0.5 0.0
H 0.4 0.2 0.7
H -0.1 0.0 0.0
H 0.3 0.1 0.4
H -0.3 0.4 0.2
H 0.1 0.0 -0.6
H 0.0 0.1 0.1
H -0.5 -0.3 0.0
H 0.1 0.4 0.2

## Properties
**Structure (SMILES)**: Cc1ccc(O)cc1.Cc1ccc(O)cc1
**Orbital gap**: 0.327 hartree
**E_HOMO**: -8.4 eV



(3)
Formula: C13H17ClOW
Source: the OMol25 dataset
Level of theory: ωB97M-V/def2-TZVPD

Each line ends with the Löwdin charge.
Geometry (Å):
C 1.8675 1.9590 0.9882  -0.217
C 0.8762 2.8472 0.4516  -0.199
C 0.7507 2.5876 -0.9551  -0.192
H 0.3271 3.6137 0.9944  0.127
C 1.6532 1.5175 -1.2978  -0.174
C 2.3424 1.1169 -0.0877  -0.189
H 3.0848 0.3218 -0.0205  0.114
H 2.1803 1.8957 2.0283  0.117
H 0.1852 3.1712 -1.6631  0.116
H 1.8094 1.1161 -2.2918  0.123
W 0.1732 0.6870 0.2177  1.352
Cl -0.4683 0.2865 2.4188  0.066
C -2.6373 -0.3673 -0.2321  -0.198
C -2.0337 -0.3461 -1.5275  -0.168
C -1.8137 1.0216 -1.8834  -0.200
H -1.7956 -1.2127 -2.1439  0.098
C -2.2760 1.8356 -0.8040  -0.205
C -2.7907 0.9750 0.2110  -0.217
H -3.2041 1.2866 1.1636  0.085
H -2.9229 -1.2637 0.3111  0.088
H -1.3637 1.3603 -2.8131  0.089
H -2.2300 2.9181 -0.7550  0.088
C 1.9195 -2.1599 1.1777  -0.078
C 0.8155 -2.3337 0.1527  -0.515
C -0.4417 -2.9741 0.6964  -0.070
O 0.4655 -1.0959 -0.4812  -0.382
H 1.6248 -1.4504 1.9659  0.041
H 2.8318 -1.7989 0.6877  0.067
H 2.1374 -3.1281 1.6467  0.087
H 1.2025 -2.9792 -0.6507  0.136
H -0.8514 -2.3802 1.5254  0.050
H -1.1958 -3.0448 -0.0929  0.076
H -0.2220 -3.9824 1.0626  0.084

Forces on the atoms, in the same order (eV/Å):
C 0.2 0.0 -0.4
C 1.0 0.1 -0.5
C 1.4 -0.3 0.3
H 0.1 -0.4 0.0
C 0.3 0.9 0.4
C -0.3 0.9 -0.2
H -0.4 0.3 0.1
H -0.2 0.0 -0.3
H -0.3 -0.3 0.1
H -0.1 0.0 0.2
W -3.4 -1.8 -1.7
Cl -0.2 -0.2 0.6
C 0.3 0.5 -0.4
C -0.4 1.1 0.3
C 0.1 -1.0 0.3
H 0.0 0.3 0.3
C 0.8 -0.4 0.5
C 0.5 -0.4 -0.3
H 0.1 0.0 -0.2
H 0.1 0.3 -0.1
H -0.2 0.0 0.2
H -0.2 -0.1 -0.1
C 0.1 0.0 0.2
C 0.2 0.1 -0.4
C -0.2 0.0 0.3
O 0.6 0.5 0.8
H 0.1 -0.2 -0.2
H -0.1 -0.1 0.1
H 0.0 0.2 -0.1
H 0.0 0.2 0.1
H 0.1 -0.2 -0.2
H 0.1 0.0 0.1
H 0.0 0.1 0.0

## Properties
**2S+1**: 3
**Orbital gap (spin up / spin down)**: 0.220 / 0.260 hartree
**E_HOMO (spin up / spin down)**: -6.8 / -7.5 eV



(4)
Formula: C2H4KLiO2
Source: the OMol25 dataset
Level of theory: ωB97M-V/def2-TZVPD

Each line ends with the Löwdin charge.
Geometry (Å):
O 2.9060 -0.2300 2.7033  -0.719
H 3.3849 -0.6180 3.4328  -0.177
C -0.2318 -0.3419 -1.9092  -0.063
C -1.1948 0.2456 -1.1645  -0.490
O -1.2023 0.3808 0.1467  -0.513
H 0.6433 -0.8124 -1.4506  0.032
H -0.3472 -0.4053 -2.9915  0.018
H -2.0935 0.6167 -1.6891  0.081
Li -2.6150 1.0317 1.1086  0.236
K 0.7504 0.1328 1.8134  0.594

Forces on the atoms, in the same order (eV/Å):
O -0.2 0.0 0.0
H 0.2 0.0 0.1
C -0.1 0.0 0.0
C 0.1 -0.3 0.1
O -0.5 0.2 -0.2
H -0.2 0.2 -0.1
H 0.0 0.0 0.3
H 0.3 0.0 0.0
Li 0.2 -0.1 -0.2
K 0.1 0.0 0.0

## Properties
**2S+1**: 2
**Orbital gap (spin up / spin down)**: 0.135 / 0.263 hartree
**E_HOMO (spin up / spin down)**: -1.0 / -4.4 eV
**Total charge**: -1